(1)
Formula: C6H4BiCl2N2O3Rh
Source: OMol25
Level of theory: ωB97M-V/def2-TZVPD

## Properties
Total energy: -1809.8320 Ha
Energy above the lowest of the compared OMol25 structures with the same formula, charge and spin: 21.1 kcal/mol
Molecular weight: 534.90 g mol⁻¹
Kohn-Sham gap (spin up / spin down): 0.210 / 0.231 Eh
Total charge: +4
Strongest force on any atom: 0.1646 Eh/bohr
Multiplicity: 5

Last column: natural (NBO) charge in e.
Element x y z (Å)
Cl (-0.398, 2.060, -1.487)  -0.3379
C (0.782, 1.399, -4.316)  0.5947
C (1.942, 2.505, 0.972)  0.4254
H (-1.251, -2.581, 3.568)  0.3364
Cl (-0.787, -1.577, -1.740)  0.2061
N (-0.200, -0.263, 1.465)  -0.6408
Rh (0.116, 0.158, -3.108)  0.6490
O (1.213, 2.134, -5.103)  -0.1670
O (1.057, -2.150, -4.779)  -0.1821
Bi (1.189, 0.421, -0.206)  1.2552
C (-1.006, -1.720, 2.973)  0.2413
O (2.462, 3.528, 1.042)  -0.2380
C (-0.200, -1.602, 1.893)  0.1820
N (-1.518, -0.437, 3.211)  -0.4610
H (0.358, -2.342, 1.348)  0.2875
H (-2.163, -0.173, 3.944)  0.5211
C (-1.014, 0.405, 2.297)  0.4332
H (-1.265, 1.449, 2.226)  0.3026
C (0.681, -1.214, -4.201)  0.5923

(2)
Formula: C36H32IP2Yb
Source: OMol25
Level of theory: ωB97M-V/def2-TZVPD

## Properties
Total energy: -3529.5214 Ha
Energy above the lowest of the compared OMol25 structures with the same formula, charge and spin: 37.7 kcal/mol
Molecular weight: 826.54 g mol⁻¹
Kohn-Sham gap (spin up / spin down): 0.237 / 0.156 Eh
Total charge: +2
Strongest force on any atom: 0.0247 Eh/bohr
Multiplicity: 2

Last column: Mulliken spin population.
Element x y z (Å)
H (3.331, -4.495, 1.111)  0.0000
C (4.694, -3.513, -0.239)  0.0005
H (-2.678, -5.359, -3.648)  0.0001
H (-4.562, 3.096, -1.045)  -0.0001
C (-0.175, -2.694, -2.388)  0.0008
C (1.642, 2.674, 4.722)  -0.0001
P (-0.932, 1.327, 1.663)  -0.0060
C (-1.883, 0.484, 2.947)  0.0003
C (0.641, 1.967, 4.038)  0.0010
H (-0.985, -1.389, 2.346)  -0.0011
H (5.574, -4.086, 0.085)  0.0000
C (-3.845, 3.365, -0.266)  -0.0001
H (3.800, -1.250, -2.604)  0.0001
H (1.163, -4.416, -1.961)  0.0000
H (2.327, -2.251, -4.291)  0.0001
H (-0.520, -6.089, -2.584)  -0.0001
C (1.513, 1.549, -4.505)  0.0001
H (1.218, 2.595, -4.576)  -0.0001
H (3.131, 4.246, 4.657)  0.0000
C (-1.988, -4.608, -3.253)  0.0001
H (-3.879, -1.602, 5.556)  0.0000
C (2.203, 0.923, -5.555)  -0.0001
C (1.421, -0.540, -3.275)  -0.0015
C (-3.325, -1.000, 4.825)  0.0002
C (-3.458, 0.402, 4.796)  0.0002
H (5.759, -2.387, -1.756)  0.0000
C (2.118, 3.942, 2.761)  -0.0001
H (2.496, 1.504, -6.442)  0.0000
C (3.432, -3.757, 0.322)  -0.0002
C (-1.726, -0.913, 3.006)  0.0033
C (-3.069, 2.348, 0.285)  0.0005
C (2.292, -3.115, -0.159)  0.0011
H (-3.136, -2.922, -4.044)  0.0001
C (2.383, -2.183, -1.210)  -0.0015
H (-2.804, 2.243, 3.884)  0.0000
C (-1.334, -2.275, -3.093)  -0.0008
H (1.776, 2.481, 5.784)  0.0000
H (-4.410, 5.456, -0.181)  0.0001
H (-2.327, -2.738, 3.935)  0.0000
H (-2.778, 5.998, 1.650)  0.0000
C (2.396, 3.664, 4.097)  0.0008
P (0.863, -1.352, -1.742)  -0.0042
H (2.675, 4.723, 2.263)  0.0000
C (4.795, -2.573, -1.268)  -0.0003
H (-1.299, 4.227, 2.550)  0.0000
C (0.151, -4.066, -2.255)  0.0003
C (3.658, -1.914, -1.749)  0.0012
I (-4.587, -1.939, -0.146)  0.0088
H (0.817, 3.593, 1.059)  -0.0001
C (2.488, -0.451, -5.466)  0.0003
H (2.984, -0.966, -6.307)  0.0000
C (1.093, 3.282, 2.073)  0.0015
H (0.003, 1.275, 4.601)  0.0001
C (-3.739, 4.683, 0.217)  0.0009
C (-1.976, 3.972, 1.731)  -0.0001
C (1.153, 0.834, -3.369)  0.0008
C (2.102, -1.180, -4.325)  -0.0004
H (2.377, 1.401, 0.022)  0.0000
H (0.630, 1.299, -2.535)  -0.0002
H (-4.113, 0.903, 5.534)  0.0000
H (-1.425, -1.229, -3.471)  -0.0003
Yb (-1.952, -1.073, -0.344)  0.9956
C (-2.812, 4.982, 1.229)  -0.0002
C (-0.795, -5.022, -2.648)  -0.0005
C (-2.464, -1.653, 3.923)  0.0001
C (-2.719, 1.149, 3.863)  0.0004
C (-2.062, 2.665, 1.219)  -0.0005
H (1.303, -3.374, 0.226)  0.0004
H (-3.276, 1.285, 0.044)  0.0003
H (2.531, 0.851, 0.473)  0.0000
C (-2.260, -3.250, -3.476)  0.0009
C (0.363, 2.237, 2.680)  -0.0022